{"formula": "C22H45N6O7P2S3SnTe", "method": "ωB97M-V/def2-TZVPD", "de_lowest_kj_mol": 61.8, "homo_ev": [-0.08, -2.26], "energy_ev": -111030.008, "gap_ev": [3.9197, 6.0969], "lumo_energy_ev": [3.8, 3.8], "charge": -2, "spin_multiplicity": 2, "species": ["P", "H", "C", "H", "C", "H", "H", "C", "S", "H", "H", "H", "H", "S", "C", "H", "H", "H", "N", "H", "H", "H", "C", "N", "H", "H", "Sn", "H", "H", "C", "N", "N", "H", "C", "C", "H", "H", "H", "C", "N", "O", "C", "H", "H", "O", "P", "H", "H", "H", "H", "H", "H", "O", "H", "H", "C", "H", "H", "H", "C", "H", "O", "H", "H", "C", "O", "C", "H", "H", "C", "C", "O", "H", "C", "C", "O", "C", "H", "H", "C", "H", "C", "N", "S", "C", "Te", "H"], "positions_angstrom": [[-1.81083, 0.53059, -3.93599], [1.37090, 7.07231, -0.51131], [2.22872, -0.39536, 4.91515], [-0.12628, -2.33683, 0.85676], [2.98425, -1.74307, -1.21524], [1.15968, 0.94907, 6.21636], [3.12118, -2.28049, -2.16073], [-5.87009, -1.03916, 0.21573], [-0.06849, -2.89309, 3.50624], [1.36369, 3.33883, 1.79126], [-0.94305, -2.68594, -0.52598], [1.11253, 4.67826, 3.87954], [1.21366, -2.02227, -5.55035], [-1.79682, 3.29147, -0.30006], [1.14788, 3.58743, 3.92680], [0.97251, -3.46143, -1.61518], [1.41205, -3.03181, -4.10291], [5.50771, 2.30942, 2.17431], [-2.65849, -2.36180, 2.93493], [0.48941, 3.25142, 4.73017], [-0.30988, 3.32575, 2.34431], [-0.95494, -2.42057, -4.31442], [-3.73790, -4.31862, 3.51713], [-6.89683, -1.55009, -0.10264], [1.88266, -1.32343, -4.06439], [3.32453, 5.53637, -0.96401], [-0.97467, 0.85229, -0.42363], [-1.80000, -5.06059, 4.16919], [2.04915, -1.33602, 4.38773], [1.15421, -2.03082, -4.45987], [-0.04898, -2.38920, -0.15487], [2.11509, -0.61142, -1.46632], [-4.20782, -5.19138, 3.06951], [-3.90789, -3.07732, 2.64838], [0.99381, 0.00375, 5.69613], [2.16652, 3.27838, 4.16178], [-2.38821, -1.55897, 2.38431], [-4.78292, -2.48877, 2.90137], [0.70420, 3.01779, 2.59578], [-2.28037, -4.43049, 3.55092], [0.65790, 1.57574, 2.62167], [-0.04591, 5.40287, -0.40972], [-0.26720, -1.56127, -2.91559], [0.94912, -4.27703, -0.05029], [-1.43287, 0.49313, -2.41796], [1.90569, 0.57454, 2.48837], [0.74808, -0.76996, 6.42649], [3.08272, -0.53898, 5.58110], [3.11495, -3.51897, -0.04865], [-3.98268, -3.33941, 1.59355], [2.47562, 0.01761, -2.17241], [-0.91771, 6.00726, -0.20041], [2.95809, 1.58973, 1.75861], [0.14163, 0.11549, 5.02567], [0.76083, 2.17241, -4.91170], [-1.70080, -3.22130, 3.32921], [2.31266, -2.19748, 0.78395], [0.91650, 4.37870, -3.71584], [6.22084, 0.80543, 1.56063], [1.03003, -3.29209, -0.53482], [4.23527, 1.50748, 0.18625], [-1.24760, 1.95402, -4.52128], [3.95971, -0.04662, 0.97260], [1.95276, -0.05281, -0.63626], [-0.23447, 4.04981, -0.50634], [0.80665, 1.89138, -0.82994], [-0.05166, 3.96479, -4.00888], [5.18714, 0.78339, 3.00735], [-4.14009, -4.16440, 4.52414], [5.33572, 1.24204, 2.02970], [1.24043, 6.00209, -0.58451], [2.61963, 0.61741, 3.98479], [0.35288, 2.01388, -3.19815], [-0.23954, -1.64425, -4.00580], [2.32028, 5.14856, -0.83919], [-0.57780, -0.40789, -4.60304], [2.13688, 3.79856, -0.93526], [2.91119, 3.07251, -1.12087], [-0.77711, 4.22973, -3.23969], [4.11536, 1.02265, 1.15718], [-0.36348, 4.41832, -4.95312], [2.39702, -2.70262, -0.18531], [0.86115, 3.25874, -0.79232], [-4.49062, -0.35851, 0.65372], [0.03673, 2.45969, -4.14190], [-7.48199, -3.32556, 0.97419], [3.99759, -1.46260, -0.87428]], "forces_ev_per_angstrom": [[0.0, -0.1, -0.1], [0.0, 0.0, 0.0], [0.0, 0.0, 0.0], [0.0, 0.0, 0.0], [0.0, 0.0, 0.0], [0.0, 0.0, 0.0], [0.0, 0.0, 0.0], [-0.4, -0.2, -0.1], [-0.1, -0.1, 0.1], [0.0, 0.0, 0.0], [0.0, 0.0, 0.0], [0.0, 0.0, 0.0], [0.0, 0.0, 0.0], [0.0, 0.0, 0.0], [0.0, 0.0, 0.0], [0.0, 0.0, 0.0], [0.0, 0.0, 0.0], [0.0, 0.0, 0.0], [0.1, -0.2, -0.2], [0.0, 0.0, 0.0], [0.0, 0.0, 0.0], [0.0, 0.0, 0.0], [0.0, 0.0, 0.0], [0.4, -0.1, 0.4], [0.0, 0.0, 0.0], [0.0, 0.0, 0.0], [-0.2, -0.1, 0.1], [0.0, 0.0, -0.1], [0.0, 0.0, 0.0], [0.0, 0.0, 0.0], [0.1, 0.0, 0.0], [0.0, 0.0, 0.0], [0.0, 0.0, 0.0], [0.0, 0.1, 0.1], [0.0, 0.0, 0.0], [0.0, 0.0, 0.0], [-0.1, 0.1, 0.1], [0.0, 0.0, 0.0], [0.0, 0.0, 0.0], [-0.1, 0.0, 0.1], [0.0, 0.0, 0.0], [0.0, 0.0, 0.0], [0.0, 0.0, 0.0], [0.0, 0.0, 0.0], [0.0, 0.1, -0.1], [0.0, 0.1, -0.1], [0.0, 0.0, 0.0], [0.0, 0.0, 0.0], [0.0, 0.0, 0.0], [0.0, 0.0, -0.1], [0.0, 0.0, 0.0], [0.0, 0.0, 0.0], [0.0, 0.0, 0.0], [0.0, 0.0, 0.0], [0.0, 0.0, 0.0], [0.1, 0.1, -0.1], [0.0, 0.0, 0.0], [0.0, 0.0, 0.0], [0.0, 0.0, 0.0], [0.0, 0.0, 0.0], [0.0, 0.0, 0.0], [0.0, 0.0, 0.1], [0.0, 0.0, 0.0], [0.0, 0.0, 0.0], [0.0, 0.0, 0.0], [0.1, 0.0, 0.0], [0.0, 0.0, 0.0], [0.0, 0.0, 0.0], [0.0, 0.0, 0.0], [0.0, 0.0, 0.0], [0.0, 0.0, 0.0], [0.0, 0.0, 0.0], [0.0, 0.0, 0.0], [0.0, -0.1, 0.0], [0.0, 0.0, 0.0], [0.1, 0.1, 0.1], [0.0, 0.0, 0.0], [0.0, 0.0, 0.0], [0.0, 0.0, 0.0], [0.0, 0.0, 0.0], [0.0, 0.0, 0.0], [0.0, 0.0, 0.0], [0.0, 0.0, -0.1], [0.1, 0.3, -0.1], [0.0, 0.0, -0.1], [-0.2, 0.0, -0.1], [0.0, 0.0, 0.0]]}

=====

{"formula": "C34H68N4O8P", "method": "ωB97M-V/def2-TZVPD", "homo_ev": -11.13, "energy_ev": -67982.712, "gap_ev": 9.2935, "lumo_energy_ev": -1.8, "charge": 1, "species": ["H", "H", "H", "H", "H", "H", "O", "C", "C", "H", "H", "N", "O", "N", "C", "H", "H", "H", "C", "H", "H", "H", "C", "C", "H", "H", "H", "C", "H", "H", "H", "H", "H", "H", "C", "C", "C", "H", "H", "H", "H", "H", "O", "O", "H", "C", "H", "P", "C", "H", "H", "O", "H", "C", "H", "C", "H", "C", "C", "H", "H", "C", "C", "O", "H", "H", "O", "H", "H", "H", "H", "N", "H", "H", "H", "H", "H", "H", "N", "C", "O", "H", "H", "C", "C", "H", "C", "H", "H", "C", "H", "C", "H", "H", "C", "C", "C", "C", "C", "C", "H", "C", "H", "H", "H", "H", "C", "H", "H", "H", "H", "C", "C", "H", "H"], "positions_angstrom": [[3.49418, 1.69445, 7.82926], [-0.66145, 1.47344, -4.18061], [-3.60011, 5.42492, 1.94276], [-3.14777, -5.81577, 3.34885], [0.19086, 3.04230, 2.18168], [-1.34724, 5.15151, 3.13843], [-1.62986, 2.68939, 3.74447], [-2.82712, -4.09876, 4.64045], [-5.16979, -0.12267, -0.74434], [1.87174, 2.72846, -8.16487], [3.76036, 0.94851, 5.20787], [-0.04161, -0.56283, 1.05738], [-2.43132, 4.13655, 0.69728], [-6.49437, 1.00027, 1.17208], [1.69881, -0.31042, -3.91957], [-2.74379, -1.19809, -1.84091], [-4.59187, -1.05963, -0.80681], [0.71654, 5.45143, 2.20480], [2.88978, 2.13236, -10.00511], [2.47152, 0.41948, 7.15429], [1.42852, -2.26908, -1.81359], [2.96555, -3.97887, -1.15351], [4.33276, 0.65943, 6.09263], [2.03439, -4.35680, -1.58352], [-2.71245, 6.15608, 0.58164], [0.91486, -0.79477, 3.43467], [0.96397, 2.39319, -5.72348], [-2.78491, -2.97581, 2.56559], [-0.97535, -1.08669, -1.69003], [1.43840, -1.36742, -3.99684], [5.08068, 0.04379, 8.67546], [1.38800, -4.16340, 1.18131], [1.77946, -0.17058, -0.07867], [-3.93909, 0.84020, -2.22857], [1.36324, 1.81046, -4.89471], [1.73007, 0.38352, -5.26976], [0.35128, 1.59457, -3.78058], [-1.44687, -5.56383, 3.78594], [-6.07915, -0.17315, -1.36089], [2.64017, -0.67228, 3.87033], [0.64873, -5.95235, -1.16750], [-4.60397, -3.41672, 3.63011], [-4.93308, -0.65288, 1.57134], [0.71662, 0.37121, -3.12177], [2.68974, 0.29522, -5.77149], [-2.65770, 1.80281, 0.73378], [2.06167, -1.73910, 2.47646], [-0.70006, 2.10607, 2.76535], [-3.59661, -3.05276, 3.84673], [-1.95431, -3.63896, 5.11197], [0.23209, -3.45068, -2.38645], [-2.21665, -4.27452, 2.35746], [-6.00772, 1.65069, 1.78853], [1.93434, -0.78712, 3.02009], [2.49055, 2.71765, -10.83234], [3.50498, 0.70819, 7.36669], [-0.01076, -1.30198, 0.34324], [0.70794, -4.44815, 0.37235], [2.18082, 0.35978, 1.99308], [2.24302, 2.32937, -4.50485], [5.21205, 1.30789, 6.16587], [-2.65694, 5.38303, 1.37535], [1.39345, -5.35818, -0.63220], [0.34161, -3.25160, -0.34167], [-3.46921, 3.15656, 2.25784], [2.66388, -0.22509, -3.40708], [2.24313, 0.69077, -8.23677], [2.10391, -6.04039, -0.16860], [2.48539, 0.28591, -11.03639], [0.22573, 6.53992, 0.91292], [0.86631, 1.79421, -9.29114], [-1.49454, 1.35648, 1.41108], [3.23110, 0.31341, 1.65677], [-3.41703, -4.58356, 5.41704], [5.43557, -1.97274, 7.43860], [-7.18195, 0.52055, 1.75152], [4.18929, 0.09076, -8.52082], [0.34312, 2.41103, -3.05587], [-2.01608, -0.06575, -0.21670], [1.20833, 0.24000, 0.76704], [4.78972, -0.68795, 5.94798], [-3.38955, -2.69794, 1.70193], [4.21554, 0.61437, -10.88455], [1.87892, 1.91366, -8.89144], [4.17689, -0.36158, 8.21404], [-0.18280, -4.89735, 0.81122], [-2.38347, -5.05770, 3.54739], [0.93438, 1.27461, 0.47974], [-1.52364, 6.84556, 2.48352], [3.25371, 0.70483, -10.38167], [0.96444, -0.03637, -5.92459], [-3.00906, 0.95519, -0.24587], [-3.68376, -2.09218, 4.35282], [3.54182, -0.76067, 9.00382], [3.22353, 0.00827, -9.03144], [0.99289, -3.25217, -1.62291], [-0.08005, 5.63022, 1.45358], [4.54730, -1.40116, 7.16802], [-3.30719, 3.11030, 1.16810], [-1.16926, 0.21657, 0.74828], [-0.00773, 1.04224, 3.39130], [-4.20271, 1.04959, -1.18162], [-0.05133, 4.75699, 0.77778], [2.96047, -1.04755, -9.10822], [3.72295, -2.10093, 6.99321], [3.77041, 2.64936, -9.61527], [-1.42062, 5.77475, 2.23099], [2.08795, 1.33780, 2.50514], [-4.70536, 2.01325, -1.02969], [-1.95897, -2.25737, 2.66078], [-4.30372, 3.21962, 0.69004], [-5.50159, 0.02807, 0.74642], [-1.91728, -1.21234, -1.11871], [2.25565, -4.76563, -2.56830], [-1.83630, -2.16880, -0.58216]], "forces_ev_per_angstrom": [[0.0, 0.0, 0.0], [0.0, 0.1, 0.0], [0.3, -0.3, -0.1], [0.0, 0.0, 0.1], [-0.1, -0.6, 0.0], [-0.3, 0.4, -0.3], [-0.2, 0.2, -0.5], [0.2, 0.1, 0.1], [0.2, 0.4, 0.5], [0.0, -0.1, 0.1], [0.1, 0.0, 0.0], [-0.4, 1.3, -2.0], [-0.7, -0.2, 1.0], [0.4, 0.0, -0.8], [0.2, 0.0, 0.1], [0.3, 0.0, 0.5], [-0.5, 0.3, -0.1], [-0.3, 0.2, -0.4], [0.2, 0.2, 0.1], [0.0, 0.0, 0.0], [-0.1, 0.0, 0.1], [0.0, 0.0, 0.0], [0.3, 0.1, 0.0], [0.2, 0.1, 0.1], [-0.2, -0.4, 0.3], [0.3, 0.1, -0.2], [0.0, 0.0, 0.0], [0.2, 0.1, -0.1], [-0.5, -0.1, 0.1], [-0.1, 0.0, 0.1], [0.0, 0.0, 0.0], [0.0, 0.0, 0.0], [-0.6, -0.2, 0.2], [0.1, 0.6, 0.3], [0.2, 0.1, 0.1], [-0.2, -0.2, 0.0], [-0.2, 0.0, 0.0], [0.0, 0.0, -0.1], [0.3, 0.1, 0.2], [-0.3, -0.4, -0.6], [0.0, 0.0, 0.0], [0.0, 0.1, 0.0], [0.0, 0.2, -0.6], [0.0, 0.0, 0.0], [0.0, 0.0, 0.0], [-1.0, 1.8, 1.2], [0.1, 0.2, 0.6], [-0.3, 0.2, 1.3], [-0.2, 0.0, 0.0], [0.0, 0.0, 0.0], [0.1, 0.0, -0.1], [0.0, 0.1, 0.1], [-0.2, -0.1, 0.0], [0.5, 0.5, -0.2], [0.0, 0.0, 0.0], [-0.2, 0.0, 0.0], [-0.1, -0.5, 0.8], [0.0, -0.1, 0.4], [-0.5, -0.6, 0.6], [0.0, 0.0, 0.0], [-0.1, 0.1, 0.0], [1.2, 1.3, -0.5], [-0.2, 0.0, -0.2], [0.1, 0.1, -0.1], [0.3, -0.1, -0.3], [0.0, -0.1, 0.0], [0.1, 0.1, -0.3], [0.0, 0.0, 0.0], [0.0, 0.0, 0.0], [-0.3, -0.4, 0.0], [0.0, 0.1, 0.0], [-0.6, -1.0, -1.6], [-0.5, 0.0, 0.0], [0.0, 0.0, 0.0], [0.0, 0.0, -0.1], [0.2, 0.0, 0.0], [0.0, -0.1, -0.1], [0.0, -0.1, 0.1], [-1.4, 0.5, -0.2], [1.1, 1.0, 1.0], [-0.2, 0.1, 0.1], [0.0, -0.1, 0.0], [0.0, 0.0, 0.0], [-0.2, -0.1, 0.0], [0.2, 0.1, 0.1], [0.0, 0.2, 0.0], [-0.1, -0.2, -0.1], [0.0, -0.6, -0.1], [-0.1, -0.6, 0.3], [-0.1, -0.1, -0.2], [0.1, 0.0, 0.0], [0.6, 0.4, -0.2], [0.0, 0.0, 0.0], [0.0, 0.0, 0.0], [0.1, 0.0, 0.2], [-0.2, 0.0, -0.2], [0.4, -0.2, 0.6], [-0.1, -0.1, -0.1], [0.0, -0.3, -0.8], [2.0, -1.1, 1.2], [0.1, 0.1, -0.9], [-0.2, -1.6, 1.0], [-0.2, 0.5, 0.1], [-0.1, 0.0, 0.1], [0.0, 0.0, 0.1], [0.0, 0.0, 0.0], [0.1, -0.2, -0.5], [-0.1, -0.4, -0.3], [0.3, -0.2, -0.4], [0.0, 0.1, 0.0], [0.4, -0.2, 0.1], [-0.2, -0.6, 0.7], [1.0, -0.1, -0.7], [0.0, 0.0, 0.0], [-0.4, 0.4, 0.0]]}

=====

no.,strongest force on any atom (eV/A)
1,0.6
2,2.6